(1)
This record from the Open Molecules 2025 dataset describes C46H58Ge2N4O5S3V as an isolated structure. The level of theory is ωB97M-V/def2-TZVPD.

Last column: Mulliken charge in e.
Cartesian coordinates (Å):
V 0.204 -0.119 0.164  -0.499
C 0.784 5.160 1.012  -1.321
C 1.182 3.727 0.662  -0.194
Ge -0.244 2.293 0.909  2.082
C -2.122 3.018 0.627  -0.429
C -2.459 4.358 1.277  -1.258
C -0.316 2.172 2.875  0.045
C -0.475 1.041 3.569  -0.396
Ge -0.116 -0.697 2.569  1.731
C -1.743 -1.902 2.704  0.169
C -2.344 -2.382 4.024  -1.554
C 1.637 -1.389 3.353  -0.263
C 1.779 -1.743 4.833  -1.412
C -0.852 1.041 5.005  0.613
C -1.274 2.201 5.666  -0.832
C -1.681 2.164 6.989  -0.744
C -1.702 0.966 7.689  -0.526
C -1.292 -0.194 7.053  -1.464
C -0.866 -0.147 5.735  0.712
H 1.667 5.804 1.050  0.357
H 0.292 5.207 1.984  0.265
H 0.098 5.576 0.272  0.196
H 1.985 3.398 1.324  0.689
H 1.580 3.698 -0.356  0.182
H -2.752 2.235 1.055  0.500
H -2.352 3.046 -0.442  0.134
H -2.151 4.379 2.324  0.199
H -3.538 4.529 1.243  0.389
H -1.973 5.187 0.764  0.235
H -0.362 3.136 3.389  0.230
H -1.496 -2.766 2.088  -0.296
H -2.508 -1.336 2.171  0.174
H -1.636 -2.971 4.613  0.246
H -3.209 -3.016 3.809  0.419
H -2.685 -1.550 4.636  0.370
H 2.349 -0.597 3.124  0.460
H 1.903 -2.258 2.751  -0.063
H 1.598 -0.881 5.471  0.301
H 2.799 -2.087 5.026  0.441
H 1.099 -2.544 5.134  0.233
H -1.299 3.147 5.142  0.352
H -1.996 3.078 7.477  0.410
H -2.044 0.935 8.716  0.393
H -1.313 -1.143 7.574  0.387
H -0.544 -1.047 5.238  0.438
C 0.314 -5.596 2.537  -1.151
C 0.699 -5.100 1.191  0.016
N 0.690 -3.840 0.830  0.220
C 1.163 -3.802 -0.451  -0.213
C 1.480 -5.082 -0.872  0.270
N 1.160 -5.883 0.185  -0.058
C 2.051 -5.687 -2.093  0.467
O 2.394 -4.865 -3.064  -0.570
O 2.195 -6.884 -2.163  -0.646
C 1.353 -2.523 -1.150  0.217
O 1.981 -2.485 -2.209  -0.761
O 0.857 -1.467 -0.596  0.449
H -0.061 -4.755 3.114  -0.026
H 1.178 -6.018 3.052  0.355
H -0.457 -6.365 2.475  0.390
H 1.286 -6.884 0.164  0.244
H 2.260 -3.907 -2.804  0.408
C 4.242 1.371 -1.803  -0.275
N 4.290 0.072 -1.184  0.166
C 5.089 -1.016 -1.739  -0.578
C 4.821 -2.183 -0.775  -0.311
N 3.935 -1.572 0.211  -0.004
C 3.581 -0.319 -0.127  -0.174
S 2.531 0.646 0.778  -0.272
H 5.184 1.902 -1.649  0.327
H 3.433 1.937 -1.349  -0.254
H 4.062 1.258 -2.874  0.183
H 6.142 -0.724 -1.771  0.383
H 4.754 -1.242 -2.753  0.278
H 5.727 -2.548 -0.292  0.482
H 4.323 -3.003 -1.289  0.039
H 3.389 -2.105 0.868  0.152
O 0.629 1.439 -1.962  -1.094
S 1.131 2.682 -2.616  0.348
C -0.153 4.000 -2.370  -0.033
C -1.410 3.869 -3.174  0.017
C -1.829 4.915 -3.992  -0.563
C -3.007 4.811 -4.717  -0.690
C -3.768 3.653 -4.650  -0.526
C -3.346 2.599 -3.852  -1.477
C -2.179 2.710 -3.113  0.830
C 0.974 2.577 -4.477  -0.903
C 1.298 1.230 -5.032  0.030
C 0.358 0.207 -4.924  0.031
C 0.628 -1.043 -5.452  -0.599
C 1.843 -1.292 -6.076  -0.419
C 2.785 -0.281 -6.180  -0.740
C 2.514 0.976 -5.658  -0.356
H 0.366 4.935 -2.588  0.717
H -0.353 3.941 -1.298  -1.254
H -1.237 5.821 -4.049  0.432
H -3.331 5.638 -5.335  0.402
H -4.685 3.574 -5.219  0.407
H -3.928 1.687 -3.800  0.499
H -1.863 1.895 -2.482  0.755
H 1.670 3.342 -4.824  0.557
H -0.045 2.856 -4.736  0.434
H -0.594 0.406 -4.451  0.237
H -0.105 -1.833 -5.367  0.416
H 2.062 -2.277 -6.468  0.437
H 3.727 -0.462 -6.682  0.399
H 3.239 1.777 -5.757  0.407
S -1.912 -0.018 -0.579  0.127
C -3.126 -1.289 -0.432  0.133
C -4.467 -0.910 -0.425  -0.846
C -5.459 -1.864 -0.260  -0.685
C -5.121 -3.200 -0.092  -0.623
C -3.787 -3.581 -0.138  -0.481
C -2.792 -2.637 -0.329  0.002
H -4.718 0.137 -0.541  0.461
H -6.499 -1.565 -0.256  0.386
H -5.895 -3.939 0.065  0.387
H -3.525 -4.626 -0.019  0.430
H -1.749 -2.923 -0.384  0.150

The value obtained for the largest force on an atom is 0.1084 hartree/bohr. The relative energy (zero: lowest compared OMol25 entry of this formula, charge and spin) comes out at 1.912 eV. Its charge is 0. As for the HOMO energy (alpha / beta): -7.460 / -7.149 eV. As for the spin multiplicity: 2. For the energy, the calculation gives -8675.308650 a.u.



(2)
This record from the Open Molecules 2025 dataset describes a 2-piece molecular cluster, C3H7BrN overall. The level of theory is ωB97M-V/def2-TZVPD.

Last column: Mulliken charge in e.
Cartesian coordinates (Å):
C 0.638 -1.434 -0.481  -0.473
C 0.330 -0.472 0.686  -0.084
C 1.583 -0.487 0.097  0.201
N -1.452 1.402 -0.108  -0.805
Br 3.281 0.103 0.071  0.096
H 0.818 -2.492 -0.331  0.267
H 0.166 -1.223 -1.430  0.249
H 0.129 -0.708 1.719  0.362
H -1.472 2.161 0.568  0.310
H -1.226 1.784 -1.020  0.305
H -2.369 0.968 -0.138  0.310
H -0.425 0.398 0.366  0.261

The value obtained for the largest force on an atom is 0.0193 hartree/bohr. The relative energy (zero: lowest compared OMol25 entry of this formula, charge and spin) comes out at 1.906 eV. Its charge is +1. As for the HOMO energy: -14.523 eV. For the energy, the calculation gives -2746.901421 a.u.



(3)
This record from the Open Molecules 2025 dataset describes a 2-piece molecular cluster, C6H13N3O2 overall. The level of theory is ωB97M-V/def2-TZVPD.

Last column: Mulliken charge in e.
Cartesian coordinates (Å):
C 1.204 -0.982 -0.829  -0.513
C -0.284 -1.278 -0.982  -0.843
C 1.488 -0.108 0.459  -0.771
C -0.994 0.141 -1.062  -0.591
C 0.561 1.082 0.645  0.152
C -0.925 0.807 0.214  0.325
N 1.022 2.285 -0.065  -0.619
N -1.982 1.130 0.786  -0.700
N -4.008 -1.168 0.675  0.308
O -4.924 -1.892 0.818  -0.386
O -4.502 0.091 0.377  -0.372
H 1.751 -1.969 -0.754  0.325
H 1.521 -0.450 -1.758  0.256
H -0.544 -2.040 -1.691  0.377
H -0.717 -1.726 -0.108  0.383
H 1.395 -0.689 1.355  0.343
H 2.560 0.272 0.386  0.287
H -0.467 0.794 -1.865  0.272
H -2.156 0.122 -1.440  0.266
H 0.638 1.375 1.757  0.264
H 0.833 2.269 -1.081  0.307
H 2.042 2.192 0.100  0.293
H -1.913 1.642 1.598  0.173
H -3.702 0.670 0.290  0.464

The value obtained for the largest force on an atom is 0.0971 hartree/bohr. The relative energy (zero: lowest compared OMol25 entry of this formula, charge and spin) comes out at 0.242 eV. Its charge is 0. As for the HOMO energy (alpha / beta): -7.212 / -9.862 eV. As for the spin multiplicity: 3. For the energy, the calculation gives -550.947792 a.u.



(4)
This record from the Open Molecules 2025 dataset describes C28H29AsCl5F6N9OSn as an isolated structure. The level of theory is ωB97M-V/def2-TZVPD.

Last column: Mulliken charge in e.
Cartesian coordinates (Å):
Sn 0.243 -0.088 0.261  1.057
N -0.905 -0.838 3.553  -0.056
C -0.417 -1.968 3.011  0.132
N -0.500 -3.070 3.726  -0.754
C 0.010 -4.173 3.163  0.263
N -0.075 -5.314 3.823  -0.295
N 0.644 -4.193 1.958  -0.695
C 0.688 -3.052 1.339  -0.048
N 0.112 -1.902 1.754  0.601
C 1.505 -2.973 0.098  0.497
C 2.078 -4.101 -0.453  -0.625
C 2.938 -3.951 -1.534  -0.695
C 3.224 -2.678 -1.996  -0.994
C 2.592 -1.593 -1.410  -0.322
N 1.731 -1.743 -0.394  0.624
H -1.141 -0.877 4.533  0.241
H -0.657 0.057 3.164  0.090
H -0.491 -5.333 4.740  0.272
H 0.335 -6.150 3.440  0.261
H 1.861 -5.067 -0.020  0.602
H 3.395 -4.818 -1.993  0.489
H 3.918 -2.515 -2.808  0.519
H 2.763 -0.588 -1.760  0.601
Cl 1.268 3.318 0.428  0.033
C -0.311 3.372 0.955  0.972
C -0.976 2.154 1.354  -1.118
C -2.209 2.365 1.880  0.753
Cl -3.153 1.035 2.514  -0.224
C -2.834 3.661 1.986  -0.058
Cl -4.350 3.820 2.660  -0.053
C -2.172 4.823 1.510  0.287
Cl -2.918 6.337 1.627  -0.100
C -0.915 4.683 0.980  -0.219
Cl -0.085 6.021 0.378  -0.090
F 1.763 1.282 -1.434  -0.429
As 0.651 1.523 -2.839  2.018
F 0.453 -0.209 -2.639  -0.286
F 1.919 1.229 -3.924  -0.474
F 0.863 3.203 -2.761  -0.433
F -0.561 1.528 -4.032  -0.468
F -0.636 1.662 -1.595  -0.470
N 1.893 0.434 1.578  -0.603
C 2.902 0.727 2.077  0.600
N 4.017 1.037 2.633  0.050
C 4.113 1.474 4.048  -0.510
C 4.754 2.850 4.075  -0.571
O 5.990 2.832 3.395  -0.347
C 5.858 2.513 2.026  -0.590
C 5.282 1.118 1.853  -0.425
H 4.743 0.761 4.579  0.296
H 3.121 1.483 4.497  0.408
H 4.961 3.137 5.103  0.381
H 4.076 3.587 3.625  0.298
H 6.856 2.550 1.596  0.374
H 5.221 3.250 1.519  0.306
H 5.974 0.377 2.252  0.286
H 5.078 0.899 0.806  0.372
C -3.810 -1.796 0.820  -0.859
N -4.531 -0.670 0.149  0.043
C -5.715 -1.180 -0.614  -0.724
C -3.635 0.201 -0.707  0.641
C -2.913 -0.570 -1.750  -0.073
C -3.339 -0.571 -3.092  -0.310
C -2.686 -1.308 -4.068  -1.174
C -1.584 -2.081 -3.750  -0.520
C -1.087 -2.108 -2.435  -0.905
C -1.798 -1.332 -1.601  1.418
H -4.462 -2.215 1.583  0.468
H -2.899 -1.419 1.277  0.201
H -3.582 -2.557 0.080  0.426
H -4.864 -0.053 0.893  0.370
H -5.357 -1.755 -1.464  0.375
H -6.316 -0.341 -0.953  0.363
H -6.305 -1.820 0.038  0.351
H -2.922 0.701 -0.057  -1.546
H -4.279 0.949 -1.165  0.768
H -4.200 0.041 -3.342  0.541
H -3.044 -1.279 -5.088  0.471
H -1.056 -2.658 -4.499  0.509
H -0.197 -2.668 -2.182  0.433

The value obtained for the largest force on an atom is 0.0266 hartree/bohr. The relative energy (zero: lowest compared OMol25 entry of this formula, charge and spin) comes out at 1.128 eV. Its charge is +3. As for the HOMO energy (alpha / beta): -16.267 / -16.241 eV. As for the spin multiplicity: 2. For the energy, the calculation gives -7001.749941 a.u.



Question: What is the formula in the third record?
Answer: C6H13N3O2



Question: What is the charge in the first record?
Answer: 0



Question: Which value of charge does entry 3 give?
Answer: 0



Question: Which value of charge does entry 4 give?
Answer: +3